Entry 1:
C7H13NO in the gas phase. Source: the Open Molecules 2025 dataset; level of theory: ωB97M-V/def2-TZVPD.

Each line ends with the Löwdin charge.
Positions of all 22 atoms, in Å:
C  -2.697  0.699  -0.002  -0.110
C  -1.914  -0.291  -0.798  -0.126
C  -0.602  -0.583  -0.777  -0.344
O  -0.165  -1.626  -1.567  0.032
C  0.111  -0.282  0.625  -0.162
C  0.515  -1.485  1.411  -0.073
C  0.950  0.588  -0.064  -0.359
C  2.447  0.503  0.226  -0.039
N  0.608  1.874  -0.523  0.121
H  -3.570  0.219  0.451  0.072
H  -3.030  1.515  -0.651  0.071
H  -2.125  1.161  0.802  0.066
H  -2.513  -0.856  -1.511  0.106
H  0.799  -1.686  -1.492  0.107
H  0.162  -1.331  2.440  0.080
H  1.593  -1.660  1.488  0.061
H  0.100  -2.455  1.124  0.085
H  3.031  1.046  -0.524  0.073
H  2.644  0.983  1.187  0.093
H  2.823  -0.523  0.263  0.067
H  -0.355  1.960  -0.832  0.085
H  1.187  2.231  -1.276  0.094

Summary:
SMILES string = C/C=C(O)\C(C)=C(\C)N
Largest force on an atom = 5.344 eV/A
ΔE to the lowest compared entry with this formula, charge and spin = 376.7 kJ/mol
E_HOMO = -0.2711 hartree
Orbital gap = 0.29589 hartree
DFT total energy = -11003.8491 eV
Net charge = 0

---

Entry 2:
C18H23ClN4O2S in the gas phase. Source: the Open Molecules 2025 dataset; level of theory: ωB97M-V/def2-TZVPD.

Each line ends with the Löwdin charge.
Positions of all 49 atoms, in Å:
C  0.801  -1.523  -2.320  -0.051
C  -0.611  -1.907  -1.891  -0.185
N  -0.770  -1.708  -0.473  -0.002
C  -1.138  -0.588  0.215  -0.271
C  -1.701  0.645  -0.397  -0.117
O  -0.810  1.122  -1.383  -0.048
C  -1.159  2.229  -2.098  -0.255
C  -0.264  2.612  -3.097  -0.001
C  -0.533  3.715  -3.879  -0.096
C  -1.695  4.440  -3.671  -0.625
Cl  -2.012  5.819  -4.670  0.693
C  -2.603  4.082  -2.681  -0.291
C  -3.853  4.873  -2.464  -0.072
C  -2.319  2.968  -1.900  0.023
N  -0.991  -0.777  1.497  0.084
N  -0.525  -2.020  1.688  0.034
C  -0.383  -2.569  0.510  -0.619
S  0.233  -4.164  0.194  0.996
C  1.454  -4.198  1.546  -0.336
C  2.232  -2.888  1.475  -0.558
O  2.726  -2.517  0.423  0.025
N  2.335  -2.181  2.606  -0.048
C  1.675  -2.439  3.876  -0.165
C  2.057  -1.239  4.742  -0.163
C  2.211  -0.124  3.712  -0.163
C  2.915  -0.847  2.572  -0.134
H  1.537  -2.066  -1.730  0.058
H  0.944  -1.760  -3.371  0.079
H  0.954  -0.457  -2.170  0.064
H  -0.802  -2.963  -2.101  0.107
H  -1.353  -1.296  -2.411  0.124
H  -2.680  0.414  -0.847  0.141
H  -1.840  1.378  0.407  0.139
H  0.635  2.035  -3.243  0.116
H  0.157  4.014  -4.652  0.107
H  -4.441  4.458  -1.650  0.077
H  -3.606  5.908  -2.230  0.079
H  -4.457  4.879  -3.371  0.079
H  -3.023  2.695  -1.130  0.109
H  0.929  -4.355  2.483  0.064
H  2.110  -5.039  1.323  0.089
H  0.591  -2.465  3.721  0.101
H  2.014  -3.384  4.309  0.121
H  3.009  -1.419  5.245  0.111
H  1.300  -1.023  5.492  0.111
H  1.227  0.213  3.383  0.107
H  2.780  0.726  4.082  0.110
H  3.996  -0.910  2.742  0.129
H  2.745  -0.401  1.590  0.122

Summary:
SMILES string = CCn1c(COc2ccc(Cl)c(C)c2)nnc1SCC(=O)N1CCCC1
Largest force on an atom = 1.168 eV/A
ΔE to the lowest compared entry with this formula, charge and spin = 44.2 kJ/mol
E_HOMO = -0.3166 hartree
Orbital gap = 0.34057 hartree
DFT total energy = -52452.8704 eV
Net charge = 0

---

- Which of these has the lowest ΔE to the lowest compared entry with this formula, charge and spin?
  C18H23ClN4O2S